[1]
Molecular formula: C6H10O
Method: DFT, wB97M-V/def2-TZVPD

Structure (ORCA input):
```
! RIJCOSX wB97M-V def2-TZVPD def2/J DEFGRID3
* xyz 0 1
C -2.232 -0.233 0.266
C -0.905 0.152 -0.363
C 0.207 -0.937 -0.384
C 1.175 0.103 0.143
C 2.825 0.205 -0.231
O 2.190 -0.035 1.032
C 0.038 1.087 0.438
H -2.079 -0.640 1.274
H -2.901 0.632 0.349
H -2.740 -0.999 -0.332
H -1.067 0.560 -1.368
H 0.067 -1.708 0.378
H 0.421 -1.403 -1.351
H 3.032 -0.770 -0.699
H 2.015 0.820 -0.823
H 0.100 2.142 0.151
H -0.145 1.026 1.521
*
```

Computed properties:
* frontier orbital gap: 9.33 eV
* SMILES: C[C@H]1C[C@]2(CO2)C1
* E_HOMO: -8.4 eV

Here are the natural (NBO) charges for atoms 1 to 4, given in e: number 1, C, carries -0.61; number 2, C, carries -0.20; number 3, C, carries -0.45; number 4, C, carries 0.27



[2]
Molecular formula: CH5BO3
Method: DFT, wB97M-V/def2-TZVPD

Structure (ORCA input):
```
! RIJCOSX wB97M-V def2-TZVPD def2/J DEFGRID3
* xyz 0 1
C 1.714 -0.504 -0.030
O 0.350 -0.830 0.027
B -0.714 -0.047 -0.037
O -0.709 1.310 -0.002
O -2.263 -0.555 0.050
H 2.137 -1.020 0.769
H 1.721 0.624 0.324
H 1.966 -0.581 -1.104
H -1.341 1.679 0.503
H -2.861 -0.075 -0.498
*
```

Computed properties:
* frontier orbital gap: 11.16 eV
* SMILES: COB(O)O
* E_HOMO: -10.7 eV

Here are the natural (NBO) charges for atoms 1 to 4, given in e: number 1, C, carries -0.24; number 2, O, carries -0.73; number 3, B, carries 1.32; number 4, O, carries -0.93



[3]
Molecular formula: C29H46P2Pd
Method: DFT, wB97M-V/def2-TZVPD

Structure (ORCA input):
```
! RIJCOSX wB97M-V def2-TZVPD def2/J DEFGRID3
* xyz 2 5
Pd -0.647 1.653 -0.451
C 1.125 -0.222 0.487
C 1.329 -0.461 -0.894
C 1.398 1.841 -0.584
C 1.175 1.209 0.702
C 1.379 0.782 -1.573
C 1.024 -1.266 1.534
H 0.011 -1.705 1.594
H 1.268 -0.861 2.523
H 1.707 -2.106 1.329
C 1.444 1.931 1.965
H 1.671 1.245 2.783
H 0.586 2.534 2.251
H 2.290 2.616 1.835
C 1.883 3.233 -0.762
H 2.657 3.495 -0.030
H 1.052 3.934 -0.655
H 2.314 3.368 -1.755
C 1.663 0.978 -3.010
H 2.556 0.406 -3.301
H 1.837 2.035 -3.229
H 0.828 0.630 -3.633
C 1.605 -1.771 -1.549
H 2.433 -1.666 -2.264
H 0.743 -2.168 -2.107
H 1.908 -2.525 -0.817
C -2.259 -2.837 1.112
C -1.365 -3.832 1.001
C -0.903 -4.458 -0.291
C -2.004 -4.583 -1.373
C -1.917 -3.610 -2.497
C -1.946 -2.283 -2.401
C -1.904 -1.490 -1.129
C -2.846 -2.037 -0.011
H -0.607 -5.502 -0.063
H -3.003 -4.601 -0.904
H 0.018 -3.990 -0.707
H -3.680 -2.654 -0.531
H -2.651 -2.540 2.101
H -0.880 -4.227 1.919
H -3.362 -1.150 0.411
H -0.886 -1.425 -0.730
H -1.853 -1.663 -3.305
H -2.165 -0.429 -1.342
H -1.921 -5.580 -1.841
H -1.834 -4.067 -3.493
P -5.195 -2.584 -1.584
C -6.625 -2.860 -0.503
C -5.224 -4.128 -2.559
P -4.204 -0.381 -3.463
C -5.675 -1.232 -2.672
C -3.927 -1.624 -4.828
C -5.270 0.694 -4.516
H -7.144 -1.908 -0.339
H -6.285 -3.259 0.463
H -7.296 -3.578 -0.997
H -6.276 -4.342 -2.787
H -4.796 -4.954 -1.976
H -4.652 -4.046 -3.488
H -6.160 0.149 -4.859
H -4.674 1.027 -5.371
H -5.580 1.562 -3.926
H -6.227 -0.481 -2.078
H -6.346 -1.629 -3.453
H -3.583 -1.025 -5.684
H -4.842 -2.168 -5.103
H -3.138 -2.348 -4.594
C -2.902 4.494 2.821
C -1.609 4.818 2.399
C -0.953 4.035 1.429
C -1.620 2.971 0.858
C -2.913 2.638 1.228
C -3.554 3.414 2.221
H -3.395 5.074 3.605
H -1.100 5.662 2.855
H 0.091 4.251 1.191
H -3.395 1.785 0.776
H -4.560 3.162 2.545
*
```

Computed properties:
* frontier orbital gap (spin up / spin down): 7.95 / 5.54 eV
* expectation value of S²: 6.0233
* E_HOMO (spin up / spin down): -12.6 / -13.9 eV

Here are the Mulliken charges for atoms 1 to 4, given in e: number 1, Pd, carries -0.25; number 2, C, carries 0.84; number 3, C, carries 1.45; number 4, C, carries -0.22



Values of calculated total energy, in order: -8426.950 -7938.863 -52855.551, all in eV.
Values of energy relative to the best compared isomer or geometry (same formula, charge and spin), in order: 98.9 31.2 0.0, all in kcal per mole.